C3CsLiO6 | wB97M-V/def2-TZVPD

Summary:
max |F| = 0.0294 Eh/bohr
2S+1 = 1
relative energy (zero: lowest compared OMol25 entry of this formula, charge and spin) = 5.71 kJ/mol
E_HOMO = -7.0 eV
LUMO energy = -1.23 eV

Last column: natural (NBO) charge in e.
Positions of all 11 atoms, in Å:
C1 1.652 -0.491 -0.053  0.654
O1 1.516 -1.665 0.326  -0.736
C2 2.947 0.336 0.264  0.649
O2 2.958 1.482 -0.272  -0.897
O3 3.854 -0.209 0.892  -0.658
Cs1 -1.552 -2.983 -1.331  0.983
Li1 1.484 1.741 -1.395  0.950
O4 0.766 0.099 -0.760  -0.945
O5 -4.205 -0.453 0.330  -0.553
O6 -4.899 1.586 1.178  -0.482
C3 -4.521 0.556 0.821  1.036

=====

C27H28MgN3O2S2 | wB97M-V/def2-TZVPD

Summary:
max |F| = 0.0119 Eh/bohr
2S+1 = 1
charge = +1
relative energy (zero: lowest compared OMol25 entry of this formula, charge and spin) = 13.35 kJ/mol
E_HOMO = -10.8 eV
LUMO energy = -2.28 eV

Last column: natural (NBO) charge in e.
Positions of all 63 atoms, in Å:
Mg1 -0.094 0.007 -0.054  1.742
O1 1.839 0.219 0.253  -1.105
S1 3.163 0.465 0.936  1.310
C1 2.710 1.327 2.471  -0.592
C2 2.130 2.721 2.239  -0.437
C3 1.062 3.126 3.262  -0.417
C4 -0.282 2.420 3.102  -0.587
S2 -1.162 2.649 1.525  1.269
O2 -0.286 1.983 0.472  -1.097
C5 -0.922 4.392 1.290  -0.197
C6 -0.030 4.844 0.332  -0.231
C7 0.098 6.212 0.134  -0.194
C8 -0.666 7.100 0.880  -0.184
C9 -1.570 6.628 1.825  -0.179
C10 -1.708 5.265 2.031  -0.246
C11 3.929 1.826 0.076  -0.184
C12 3.317 2.355 -1.046  -0.242
C13 3.931 3.410 -1.709  -0.196
C14 5.139 3.914 -1.247  -0.190
C15 5.747 3.361 -0.126  -0.178
C16 5.146 2.305 0.539  -0.249
H1 3.597 1.334 3.106  0.246
H2 1.990 0.632 2.909  0.234
H3 1.691 2.760 1.245  0.236
H4 2.936 3.454 2.254  0.232
H5 0.904 4.202 3.186  0.233
H6 1.415 2.934 4.279  0.228
H7 -0.996 2.755 3.858  0.251
H8 -0.203 1.332 3.182  0.232
H9 0.550 4.140 -0.249  0.240
H10 0.789 6.585 -0.611  0.230
H11 -0.569 8.165 0.717  0.233
H12 -2.178 7.321 2.391  0.233
H13 -2.417 4.890 2.761  0.227
H14 2.379 1.945 -1.394  0.234
H15 3.469 3.833 -2.592  0.228
H16 5.615 4.734 -1.767  0.231
H17 6.693 3.749 0.228  0.231
H18 5.625 1.862 1.406  0.227
C17 -5.435 -1.619 -0.250  -0.406
N1 -4.315 -0.704 -0.442  -0.320
C18 -4.379 0.569 -0.956  -0.071
C19 -3.108 1.048 -0.938  -0.098
N2 -2.265 0.086 -0.421  -0.642
C20 -3.031 -0.952 -0.136  0.208
H19 -6.362 -1.058 -0.312  0.225
H20 -5.368 -2.085 0.730  0.225
H21 -5.435 -2.393 -1.014  0.225
H22 -5.303 1.006 -1.295  0.233
H23 -2.748 2.010 -1.263  0.220
H24 -2.681 -1.892 0.262  0.240
N3 -0.058 -7.518 0.311  -0.304
C21 -0.036 -6.370 0.258  0.275
C22 -0.022 -4.930 0.191  -0.199
C23 -0.109 -4.285 -1.040  -0.191
C24 -0.126 -2.898 -1.088  -0.201
C25 -0.049 -2.091 0.063  -0.611
C26 0.047 -2.791 1.279  -0.278
C27 0.058 -4.177 1.358  -0.163
H25 -0.167 -4.875 -1.947  0.225
H26 -0.209 -2.438 -2.069  0.184
H27 0.113 -2.243 2.218  0.182
H28 0.126 -4.683 2.314  0.223

=====

Copy entry 1 word for word.
C3CsLiO6 | wB97M-V/def2-TZVPD

Summary:
max |F| = 0.0294 Eh/bohr
2S+1 = 1
relative energy (zero: lowest compared OMol25 entry of this formula, charge and spin) = 5.71 kJ/mol
E_HOMO = -7.0 eV
LUMO energy = -1.23 eV

Last column: natural (NBO) charge in e.
Positions of all 11 atoms, in Å:
C1 1.652 -0.491 -0.053  0.654
O1 1.516 -1.665 0.326  -0.736
C2 2.947 0.336 0.264  0.649
O2 2.958 1.482 -0.272  -0.897
O3 3.854 -0.209 0.892  -0.658
Cs1 -1.552 -2.983 -1.331  0.983
Li1 1.484 1.741 -1.395  0.950
O4 0.766 0.099 -0.760  -0.945
O5 -4.205 -0.453 0.330  -0.553
O6 -4.899 1.586 1.178  -0.482
C3 -4.521 0.556 0.821  1.036

=====

Which of these has the lowest relative energy (zero: lowest compared OMol25 entry of this formula, charge and spin)? C3CsLiO6

=====

What is the formula in the second record? C27H28MgN3O2S2

=====

The lowest relative energy (zero: lowest compared OMol25 entry of this formula, charge and spin) belongs to which entry? C3CsLiO6